[1]
{
  "formula": "C5H14N2",
  "method": "ωB97M-V/def2-TZVPD",
  "homo_lumo_gap_ev": 7.83,
  "total_energy_ha": -308.22858,
  "charge": 0,
  "de_lowest_ev": 5.292,
  "species": ["H", "C", "N", "H", "H", "H", "C", "H", "N", "H", "C", "H", "H", "H", "H", "H", "C", "C", "H", "H", "H"],
  "xyz": [[-1.6896, -0.7362, 1.7435], [2.6391, -0.1580, 0.2917], [-2.3507, 0.0231, -0.1480], [-2.9962, 0.7157, 0.2187], [1.1890, 1.9088, 0.3565], [-0.7441, -1.1594, 0.3174], [-1.2920, -0.3519, 0.7852], [-1.2797, -2.6461, -1.3222], [1.7604, -0.9293, -0.2870], [-0.1858, 2.0789, -0.7125], [-0.3174, 0.7620, 1.0824], [-0.7583, 1.5591, 1.6921], [-1.3420, -2.9958, -1.9725], [-2.9141, -0.8142, -0.2948], [0.4488, 0.2641, 1.6881], [3.5087, 0.0834, -0.3446], [1.0538, 0.2112, -0.9732], [0.3930, 1.3448, -0.1441], [2.7784, 0.1906, 1.3339], [1.7478, 0.8292, -1.5953], [0.3509, -0.1800, -1.7153]]
}

***

[2]
{
  "formula": "C5H14N2",
  "method": "ωB97M-V/def2-TZVPD",
  "homo_lumo_gap_ev": 9.85,
  "total_energy_ha": -308.33944,
  "charge": 0,
  "de_lowest_ev": 2.275,
  "species": ["H", "H", "H", "N", "H", "C", "H", "H", "H", "C", "H", "H", "H", "H", "H", "C", "C", "H", "N", "C", "H"],
  "xyz": [[-0.8121, 2.0686, -0.3067], [0.6714, -1.3997, -0.7536], [-0.5680, 1.6309, -2.7388], [1.1190, 2.6094, -2.0020], [-0.9480, -2.1150, 0.0584], [0.2084, 1.4350, -2.0298], [-1.2398, -1.6176, 2.6991], [0.4944, 0.0744, 1.5966], [1.5010, 2.9447, -1.0504], [-0.9847, -0.0008, -0.3522], [0.1109, -1.4629, 3.4437], [1.9232, 2.1927, -2.3087], [0.7880, 0.5456, -2.2502], [-0.2388, -2.8380, 2.1829], [1.5506, -1.3199, 1.4257], [-0.2409, -1.8226, 2.5179], [0.5030, -0.9676, 1.3435], [-1.7600, -0.1998, -1.1774], [-0.2621, 1.2745, -0.6986], [-0.1439, -1.2643, -0.0300], [-1.6713, 0.2323, 0.4308]]
}

***

[3]
{
  "formula": "C5H14N2",
  "method": "ωB97M-V/def2-TZVPD",
  "homo_lumo_gap_ev": 9.37,
  "total_energy_ha": -308.35999,
  "charge": 0,
  "de_lowest_ev": 1.716,
  "species": ["H", "C", "H", "H", "N", "H", "C", "H", "H", "C", "N", "H", "H", "H", "H", "H", "H", "H", "C", "C", "H"],
  "xyz": [[2.3364, 2.1749, -0.0791], [0.1200, -1.7326, -0.3149], [0.7153, -2.5748, -0.6705], [1.4987, 0.1971, -1.1233], [1.7031, 0.2356, -0.1267], [0.0471, -1.1811, -1.2741], [-2.1973, -0.9645, -0.0672], [0.1549, 3.3509, -0.0430], [1.6357, -1.3780, 1.0888], [1.4492, 1.6477, 0.2739], [-1.2333, -2.0428, 0.0966], [-1.2334, -2.5116, 0.9833], [0.2597, -0.3590, 1.3993], [-0.6861, 1.9314, 0.2000], [1.5567, 1.6773, 1.3629], [0.0281, 2.1384, -1.3786], [-2.1475, -0.6807, -1.1240], [-1.8973, -0.1099, 0.5545], [0.8834, -0.7492, 0.5968], [0.2120, 2.2890, -0.3275], [-3.2054, -1.3582, -0.0273]]
}

***

[4]
{
  "formula": "C5H14N2",
  "method": "ωB97M-V/def2-TZVPD",
  "homo_lumo_gap_ev": 9.42,
  "total_energy_ha": -308.36197,
  "charge": 0,
  "de_lowest_ev": 1.662,
  "species": ["H", "H", "C", "H", "H", "H", "H", "H", "H", "C", "H", "C", "N", "C", "H", "H", "H", "H", "N", "H", "C"],
  "xyz": [[0.4358, -1.1833, 1.5577], [2.0962, -0.7210, -1.9723], [1.4209, -0.2236, -0.0707], [-2.2680, -0.3744, -1.4140], [-0.6983, 0.7250, 2.2301], [1.5817, 0.6061, 0.6409], [-0.3009, 2.0820, 1.1671], [0.4874, 1.4319, -0.9804], [-0.0194, -0.3310, -1.5137], [1.0498, -1.4813, 0.7272], [1.8609, -2.1525, 1.0391], [0.1408, 0.4214, -0.7180], [2.4443, -0.3573, -1.0922], [-0.9468, 1.2138, 1.2921], [-1.9707, 1.6248, 1.3740], [0.4526, -2.0843, 0.0142], [-3.1641, -0.0869, -0.0280], [-2.4674, 1.2865, -1.0168], [-1.0264, 0.2974, 0.1257], [3.1786, -1.0019, -0.8291], [-2.2872, 0.3087, -0.5329]]
}

***

[5]
{
  "formula": "C5H14N2",
  "method": "ωB97M-V/def2-TZVPD",
  "homo_lumo_gap_ev": 9.98,
  "total_energy_ha": -308.38549,
  "charge": 0,
  "de_lowest_ev": 1.022,
  "species": ["H", "H", "H", "H", "C", "H", "H", "H", "H", "C", "H", "H", "N", "C", "H", "C", "H", "N", "H", "C", "H"],
  "xyz": [[0.8263, -0.5754, 1.7183], [0.6635, 1.1615, 1.5682], [-1.5558, 0.8792, 1.8915], [0.7448, 0.9831, -0.8739], [0.9985, -1.2025, -0.9543], [1.2567, -1.0099, -1.9978], [-0.6446, 2.3233, -0.5446], [2.9295, -1.9332, -0.7091], [2.1480, 0.3325, 0.0708], [-1.8401, 0.5908, -0.1187], [1.8033, -2.6576, 0.3169], [-0.0544, -1.4551, -0.9332], [1.9630, -2.1861, -0.5573], [0.3984, 0.2114, 1.0984], [-1.4369, 0.0329, -0.9734], [-1.1412, 0.1803, 1.1486], [-2.1630, 2.4645, -1.0219], [-1.5869, 2.0147, -0.3285], [-2.9125, 0.4603, -0.0383], [1.1209, 0.1636, -0.2658], [-1.5177, -0.7784, 1.5040]]
}

***

[6]
{
  "formula": "C5H14N2",
  "method": "ωB97M-V/def2-TZVPD",
  "homo_lumo_gap_ev": [8.78, 9.59],
  "total_energy_ha": -307.58686,
  "charge": 2,
  "de_lowest_ev": 5.486,
  "species": ["H", "H", "C", "N", "C", "C", "H", "H", "H", "C", "H", "H", "H", "H", "H", "H", "H", "N", "C", "H", "H"],
  "xyz": [[-2.1057, -0.3471, 1.0870], [-0.5395, 2.3748, -1.6381], [-0.6680, 1.6726, -0.6939], [-2.2832, -2.0521, -0.2876], [0.8551, 0.0950, 0.3493], [1.7699, -0.7822, 1.0187], [1.3474, -1.5653, 1.5687], [2.5933, -1.0492, 0.3172], [2.7281, 1.6728, -0.2414], [1.9172, 1.9336, -0.8463], [-0.9881, -2.0166, 1.5350], [2.4101, -0.1063, 1.6586], [-1.0680, 2.2243, 0.1145], [-1.4618, 0.9488, -0.8976], [-1.6181, -1.8794, -1.0241], [-3.2454, -1.5946, -0.5488], [1.7575, 3.0863, -0.8572], [0.7010, 1.1724, -0.3136], [-1.5845, -1.3215, 0.8458], [1.9161, 1.6499, -1.9120], [-2.4227, -3.1199, -0.1259]]
}

***

[7]
{
  "formula": "C5H14N2O",
  "method": "ωB97M-V/def2-TZVPD",
  "homo_lumo_gap_ev": 10.21,
  "total_energy_ha": -383.58814,
  "charge": 0,
  "de_lowest_ev": 3.063,
  "species": ["H", "N", "H", "H", "H", "H", "H", "N", "H", "H", "H", "H", "C", "C", "H", "H", "O", "H", "H", "C", "C", "C"],
  "xyz": [[0.9736, 1.4203, -0.6181], [1.0095, -0.5397, 1.1715], [0.7622, 1.2295, -2.3610], [-0.0124, -0.8210, -1.2632], [1.4831, -1.1869, -2.1173], [-1.6642, 1.0773, 2.4458], [1.6423, -2.2297, 0.0274], [-2.2119, -0.5184, 0.5591], [-1.8844, 1.1342, -0.6247], [-1.6764, 2.5267, 1.4195], [1.4566, -0.8454, 2.0292], [2.7389, -0.8318, 0.0588], [1.3053, 0.8675, -1.4916], [1.0606, -0.6222, -1.2836], [0.0462, -0.8778, 1.2014], [2.3643, 1.0609, -1.6420], [-2.6175, -1.2070, -0.5982], [-0.2193, 1.3388, 1.4700], [-2.9798, -2.0378, -0.2632], [-1.9097, 0.6986, 0.3747], [1.6848, -1.1270, 0.0170], [-1.3520, 1.4907, 1.4885]]
}

***

[8]
{
  "formula": "C5H14N2O",
  "method": "ωB97M-V/def2-TZVPD",
  "homo_lumo_gap_ev": 6.25,
  "total_energy_ha": -383.44622,
  "charge": 0,
  "de_lowest_ev": 6.925,
  "species": ["O", "H", "C", "H", "C", "C", "H", "C", "H", "H", "H", "H", "H", "N", "H", "H", "H", "C", "H", "N", "H", "H"],
  "xyz": [[0.9560, 1.4530, 1.9722], [-1.1689, -1.8095, 0.3338], [0.4632, -1.3064, -0.5219], [-0.6672, 0.0129, -1.5777], [1.0925, 1.3041, -0.8823], [-0.5373, -2.3525, -0.4437], [-0.1215, -3.1165, 0.2168], [-1.6701, -0.7195, 0.7750], [-1.9213, -0.7111, 1.8292], [1.0807, 3.4227, -0.9205], [1.9183, 0.9776, -0.2316], [-0.1551, 0.6587, 1.1806], [1.3264, 1.2267, -1.9510], [0.5061, 2.6261, -0.6345], [1.2090, -1.4154, -1.3264], [1.0132, -1.2807, 0.4315], [-2.5506, -0.7271, 0.1334], [-0.0388, 0.2325, -0.7033], [0.3430, 2.7478, 0.3591], [-0.9302, 0.4596, 0.3944], [0.9287, 1.0700, 2.8542], [-1.0761, -2.7532, -1.2873]]
}

***

[9]
{
  "formula": "C5H14N2O",
  "method": "ωB97M-V/def2-TZVPD",
  "homo_lumo_gap_ev": 9.05,
  "total_energy_ha": -383.60179,
  "charge": 0,
  "de_lowest_ev": 2.692,
  "species": ["H", "C", "H", "C", "H", "H", "H", "H", "H", "C", "H", "C", "H", "H", "O", "H", "H", "C", "N", "N", "H", "H"],
  "xyz": [[0.0458, -0.1928, 2.7471], [0.1556, 0.8444, 0.1623], [-1.8590, -0.0465, 0.5024], [0.0081, 0.4517, -1.3099], [-1.0665, 0.4321, -1.5398], [2.0756, 0.2614, -2.5081], [-2.2982, -1.7349, 2.2612], [-0.7587, -2.3878, 2.9967], [0.3078, 1.3118, -1.9253], [0.6662, -0.8482, -1.7650], [1.0013, 2.6770, -0.2710], [-1.0351, 0.4065, 1.0617], [-0.9979, -2.4303, 1.2558], [-1.4676, 1.2540, 1.6073], [1.8313, -0.6401, -2.6229], [1.0509, 0.4294, 0.6265], [0.0292, -1.3659, -2.4873], [-1.2240, -1.8672, 2.1655], [-0.6027, -0.5509, 2.0716], [0.2682, 2.3227, 0.3163], [-0.5892, 2.7169, -0.0411], [0.9982, -1.4403, -0.9110]]
}

***

[10]
{
  "formula": "C5H14N2O",
  "method": "ωB97M-V/def2-TZVPD",
  "homo_lumo_gap_ev": 7.72,
  "total_energy_ha": -383.53692,
  "charge": 0,
  "de_lowest_ev": 4.457,
  "species": ["H", "H", "H", "H", "H", "N", "H", "H", "H", "H", "C", "H", "C", "H", "H", "N", "O", "C", "C", "H", "C", "H"],
  "xyz": [[-0.9788, -1.3418, -1.6635], [2.1744, -2.0960, 0.0897], [0.7347, 2.4496, -0.1051], [-1.2003, -1.6412, 0.6616], [2.5455, -0.7567, -0.9960], [0.1627, -0.7875, 2.1075], [2.3187, -0.4534, 0.7362], [-2.3929, 1.6933, -1.3766], [0.6117, -1.6585, 2.3647], [0.5110, -1.1799, -2.3534], [-0.0822, 1.8997, -0.5582], [-1.0481, 0.1792, 0.6999], [-1.2628, 1.8179, 0.1860], [-1.3426, 2.2380, 1.1798], [-0.5373, -0.5758, 2.8082], [0.0146, -1.4713, -1.5198], [-2.5060, 1.6868, -0.4186], [1.9700, -1.0394, -0.1112], [-0.4363, -0.8590, 0.7862], [-0.1660, 2.1310, -1.6203], [0.4948, -0.8158, -0.3379], [0.4151, 0.5806, -0.5590]]
}